{
  "formula": "C46H142N29O11P7",
  "method": "ωB97M-V/def2-TZVPD",
  "homo_ev": -8.35,
  "e_lumo_ev": 0.33,
  "mol_weight_g_mol": 1494.7,
  "total_charge": 0,
  "smiles": "CN(C)P(=O)(N(C)C)N(C)C.CN(C)P(=O)(N(C)C)N(C)C.CN(C)P(=O)(N(C)C)N(C)C.CN(C)P(=O)(N(C)C)N(C)C.CN(C)P(=O)(N(C)C)N(C)C.CN(C)P(=O)(N(C)C)N(C)C.CN(C)P(=O)(N(C)C)N(C)C.NC(N)=O.NC(N)=O.NC(N)=O.NC(N)=O",
  "homo_lumo_gap_ev": 8.69,
  "species": ["C", "N", "C", "P", "O", "N", "C", "C", "N", "C", "C", "H", "H", "H", "H", "H", "H", "H", "H", "H", "H", "H", "H", "H", "H", "H", "H", "H", "H", "C", "N", "C", "P", "O", "N", "C", "C", "N", "C", "C", "H", "H", "H", "H", "H", "H", "H", "H", "H", "H", "H", "H", "H", "H", "H", "H", "H", "H", "C", "N", "C", "P", "O", "N", "C", "C", "N", "C", "C", "H", "H", "H", "H", "H", "H", "H", "H", "H", "H", "H", "H", "H", "H", "H", "H", "H", "H", "C", "N", "C", "P", "O", "N", "C", "C", "N", "C", "C", "H", "H", "H", "H", "H", "H", "H", "H", "H", "H", "H", "H", "H", "H", "H", "H", "H", "H", "C", "N", "C", "P", "O", "N", "C", "C", "N", "C", "C", "H", "H", "H", "H", "H", "H", "H", "H", "H", "H", "H", "H", "H", "H", "H", "H", "H", "H", "C", "N", "C", "P", "O", "N", "C", "C", "N", "C", "C", "H", "H", "H", "H", "H", "H", "H", "H", "H", "H", "H", "H", "H", "H", "H", "H", "H", "H", "C", "N", "C", "P", "O", "N", "C", "C", "N", "C", "C", "H", "H", "H", "H", "H", "H", "H", "H", "H", "H", "H", "H", "H", "H", "H", "H", "H", "H", "N", "C", "N", "O", "H", "H", "H", "H", "N", "C", "N", "O", "H", "H", "H", "H", "N", "C", "N", "O", "H", "H", "H", "H", "N", "C", "N", "O", "H", "H", "H", "H"],
  "xyz": [[-0.401, 2.016, -4.164], [0.080, 1.002, -5.047], [-1.057, 0.232, -5.607], [1.302, 1.443, -6.005], [1.309, 2.766, -6.717], [1.655, 0.060, -7.060], [1.943, 0.192, -8.482], [1.500, -1.285, -6.585], [2.517, 1.595, -4.843], [3.705, 2.111, -5.511], [2.828, 0.439, -4.023], [-0.997, 1.564, -3.410], [-0.995, 2.757, -4.710], [0.508, 2.470, -3.709], [-1.891, 0.872, -6.012], [-1.513, -0.362, -4.770], [-0.727, -0.484, -6.315], [1.588, 1.128, -8.955], [3.078, 0.224, -8.633], [1.641, -0.724, -9.029], [0.874, -1.808, -7.294], [2.470, -1.862, -6.586], [1.076, -1.407, -5.611], [3.956, 1.390, -6.370], [3.515, 3.081, -5.924], [4.518, 2.103, -4.738], [3.579, 0.698, -3.332], [3.227, -0.458, -4.557], [1.890, 0.166, -3.630], [-5.067, 0.678, 0.019], [-4.946, 1.943, -0.721], [-5.887, 2.974, -0.218], [-4.180, 1.880, -2.213], [-2.905, 1.086, -2.142], [-5.262, 1.076, -3.240], [-4.735, 0.359, -4.420], [-6.643, 1.493, -3.465], [-3.991, 3.516, -2.674], [-4.283, 3.963, -4.027], [-3.170, 4.462, -1.931], [-4.171, 0.081, -0.090], [-5.989, 0.091, -0.246], [-5.245, 0.913, 1.070], [-5.843, 2.995, 0.875], [-6.912, 2.631, -0.494], [-5.585, 3.875, -0.704], [-3.756, 0.016, -4.124], [-5.270, -0.549, -4.625], [-4.609, 1.005, -5.282], [-6.765, 2.245, -4.290], [-7.082, 0.529, -3.788], [-7.109, 1.789, -2.551], [-5.109, 4.710, -4.129], [-3.445, 4.424, -4.582], [-4.444, 3.072, -4.606], [-2.184, 4.601, -2.280], [-3.170, 4.233, -0.868], [-3.708, 5.413, -1.986], [3.954, 0.355, 2.114], [5.177, 0.527, 2.968], [6.386, 0.774, 2.229], [5.213, -0.470, 4.419], [6.547, -0.968, 4.810], [4.522, 0.576, 5.527], [4.242, 0.227, 6.970], [4.896, 2.013, 5.539], [4.117, -1.744, 4.334], [4.546, -3.110, 4.071], [2.698, -1.643, 4.540], [2.978, 0.568, 2.559], [3.805, -0.568, 1.558], [4.132, 1.087, 1.361], [7.266, 0.690, 2.831], [6.333, 1.805, 1.964], [6.567, 0.212, 1.309], [3.279, 0.651, 7.208], [4.235, -0.858, 7.090], [5.082, 0.624, 7.569], [4.011, 2.629, 5.818], [5.599, 2.173, 6.395], [5.224, 2.483, 4.602], [4.310, -3.846, 4.831], [4.126, -3.457, 3.128], [5.650, -3.106, 3.908], [2.314, -2.489, 5.169], [2.081, -1.632, 3.627], [2.483, -0.689, 5.027], [-3.079, -5.491, -4.368], [-1.757, -5.251, -3.689], [-1.615, -5.829, -2.365], [-0.655, -4.293, -4.496], [-1.213, -3.326, -5.479], [0.314, -3.597, -3.323], [-0.146, -2.250, -2.763], [1.726, -3.907, -2.970], [0.408, -5.486, -5.182], [1.063, -5.183, -6.436], [0.736, -6.762, -4.560], [-3.907, -4.867, -3.922], [-3.267, -6.538, -4.219], [-2.985, -5.263, -5.417], [-2.327, -5.365, -1.605], [-0.624, -5.729, -1.970], [-1.781, -6.929, -2.468], [0.745, -1.610, -2.894], [-0.970, -1.804, -3.276], [-0.277, -2.443, -1.680], [2.068, -4.818, -3.423], [2.483, -3.187, -3.237], [1.815, -4.095, -1.884], [2.056, -4.743, -6.414], [1.124, -6.108, -6.968], [0.507, -4.489, -7.023], [1.665, -7.164, -4.926], [-0.019, -7.550, -4.718], [0.912, -6.718, -3.441], [-2.911, -3.643, 2.899], [-3.365, -3.443, 1.505], [-2.286, -2.989, 0.664], [-4.652, -4.382, 0.945], [-5.592, -4.813, 1.970], [-5.471, -3.422, -0.263], [-4.946, -2.906, -1.569], [-6.871, -2.998, 0.107], [-3.816, -5.508, 0.098], [-4.610, -6.442, -0.700], [-2.828, -6.292, 0.870], [-3.654, -4.252, 3.419], [-2.863, -2.672, 3.463], [-1.920, -4.147, 3.022], [-1.439, -3.678, 0.627], [-1.908, -2.001, 0.999], [-2.730, -3.008, -0.317], [-4.294, -3.604, -2.023], [-5.864, -2.621, -2.190], [-4.412, -1.954, -1.469], [-6.910, -2.123, 0.737], [-7.414, -2.905, -0.849], [-7.317, -3.845, 0.567], [-5.358, -5.829, -1.225], [-3.996, -6.851, -1.491], [-5.057, -7.220, -0.050], [-2.518, -7.149, 0.258], [-3.340, -6.688, 1.829], [-1.995, -5.670, 1.127], [0.097, -0.163, 8.090], [-0.437, -0.494, 6.788], [-1.129, -1.831, 6.744], [-1.348, 0.687, 5.982], [-2.673, 1.007, 6.559], [-0.375, 2.014, 6.016], [1.004, 2.051, 5.486], [-0.685, 3.224, 6.809], [-1.534, 0.036, 4.453], [-0.490, -0.711, 3.720], [-2.596, 0.576, 3.620], [0.621, 0.825, 8.253], [0.694, -1.061, 8.475], [-0.793, 0.002, 8.750], [-1.775, -1.976, 7.615], [-0.437, -2.687, 6.784], [-1.787, -1.873, 5.856], [1.830, 1.802, 6.217], [1.212, 1.337, 4.657], [1.189, 3.065, 5.010], [-1.692, 3.135, 7.253], [0.071, 3.281, 7.650], [-0.592, 4.146, 6.227], [-0.901, -1.522, 3.170], [0.077, -0.064, 3.051], [0.160, -1.136, 4.473], [-3.145, -0.258, 3.188], [-2.219, 1.209, 2.816], [-3.279, 1.115, 4.267], [-1.107, 4.492, 1.126], [0.263, 5.011, 1.212], [0.791, 5.660, -0.021], [0.732, 5.465, 2.699], [0.024, 4.781, 3.817], [2.377, 5.215, 2.539], [2.850, 3.904, 2.128], [3.204, 5.852, 3.721], [0.439, 7.090, 2.839], [1.236, 8.119, 2.120], [-0.468, 7.573, 3.920], [-1.910, 5.338, 1.318], [-1.217, 3.784, 1.900], [-1.356, 4.035, 0.158], [0.864, 4.964, -0.859], [1.786, 6.040, 0.157], [0.156, 6.488, -0.406], [2.330, 3.173, 2.745], [2.589, 3.628, 1.096], [3.945, 3.724, 2.246], [2.524, 6.568, 4.137], [3.444, 5.147, 4.511], [4.049, 6.429, 3.377], [0.647, 8.668, 1.349], [1.515, 8.933, 2.765], [2.081, 7.752, 1.645], [-0.918, 8.498, 3.633], [0.101, 7.621, 4.828], [-1.215, 6.854, 4.164], [3.214, -0.947, -1.437], [4.475, -1.414, -1.351], [5.396, -0.632, -2.013], [4.705, -2.536, -0.845], [3.066, 0.033, -1.671], [2.465, -1.418, -0.974], [6.357, -0.824, -1.904], [5.197, 0.363, -1.952], [5.417, 3.265, -2.323], [4.236, 2.829, -1.787], [3.179, 3.481, -2.134], [4.221, 1.832, -1.079], [5.549, 4.010, -3.009], [6.262, 2.987, -1.876], [3.185, 4.165, -2.873], [2.232, 3.169, -1.914], [0.935, -3.513, 2.242], [1.605, -3.010, 1.209], [2.926, -3.284, 1.082], [1.071, -2.276, 0.382], [1.389, -3.994, 2.980], [-0.044, -3.243, 2.401], [3.250, -4.191, 1.385], [3.316, -3.011, 0.165], [-0.792, 0.730, -0.332], [0.430, 1.419, -0.357], [1.484, 0.800, 0.335], [0.716, 2.462, -0.976], [-0.730, -0.217, 0.088], [-1.409, 0.912, -1.105], [2.340, 1.297, 0.282], [1.391, -0.183, 0.561]],
  "atomic_forces_ev_per_a": [[1.40, 1.24, 0.56], [-2.19, -1.76, -1.16], [-0.94, 0.30, 1.45], [2.19, 0.44, -2.13], [-0.59, -1.65, 0.01], [-1.06, 2.57, 1.61], [2.08, 0.18, -0.29], [1.45, -1.20, -0.83], [0.33, -0.19, -0.85], [1.01, -1.57, 0.03], [-0.18, -0.38, -1.91], [-0.56, -0.28, 0.75], [0.02, 0.19, 0.11], [-0.98, 0.08, -0.09], [0.95, -0.33, 0.17], [0.37, 0.55, -0.63], [0.11, -0.40, -0.78], [-0.26, -0.61, 0.50], [-1.18, -0.06, 0.12], [-0.35, 0.63, 0.28], [-0.47, -0.44, -0.09], [-0.56, 0.59, 0.06], [-0.29, 0.29, 0.60], [0.25, 1.00, 1.00], [0.06, 0.49, -0.11], [-0.39, 0.18, -0.94], [0.55, 0.44, 0.95], [-0.12, 0.53, -0.08], [-0.82, -0.60, 1.21], [-1.02, 0.13, -0.12], [0.14, -0.04, 0.34], [0.00, -2.00, -0.89], [0.24, 0.05, 0.27], [-1.16, 0.57, -0.19], [0.72, 0.71, -0.56], [1.17, 0.49, 1.39], [0.43, -1.02, -0.97], [-0.07, -0.75, -0.04], [0.05, 0.14, -0.65], [-2.11, 0.12, 1.06], [0.08, -0.20, -0.03], [0.78, 0.32, -0.28], [0.44, 0.06, 0.10], [0.24, 0.30, -0.21], [0.36, 0.73, 0.18], [-0.36, 0.91, 0.00], [0.50, -0.03, -0.11], [-0.80, -0.17, -0.23], [-0.32, -0.01, -0.40], [0.09, -0.45, 0.76], [-0.53, 0.75, 0.03], [-0.33, 0.44, 0.48], [0.29, -0.77, 0.38], [0.21, -0.08, 0.79], [-0.75, -0.20, -0.51], [1.25, -0.14, -0.60], [0.19, -0.30, -0.02], [0.23, 0.24, -0.08], [0.79, 0.57, 0.21], [-1.81, -2.91, 1.69], [0.14, 0.29, -0.26], [0.00, 0.64, -0.24], [0.12, 0.05, -0.65], [-0.28, 1.10, 0.55], [1.13, -0.68, -1.78], [-0.62, 0.51, 0.77], [-0.01, -0.22, 0.30], [1.75, 0.43, -1.18], [-0.81, 0.40, 0.27], [0.42, 0.21, 0.65], [0.60, -0.67, 0.26], [-0.28, 0.78, -0.83], [0.35, -0.36, 0.65], [0.15, 1.02, -0.64], [-0.41, -0.39, 0.09], [-0.14, 0.14, 0.47], [-0.17, 0.09, -0.01], [-0.61, -0.11, 0.04], [0.19, -0.51, -0.05], [-0.05, 0.08, -1.00], [0.26, -0.82, 0.21], [-0.19, 0.21, 0.58], [-0.13, 0.03, 0.03], [-0.77, -0.08, 0.34], [0.40, 0.67, -0.27], [0.48, -0.19, -0.06], [-0.15, -0.20, 0.20], [0.86, 0.85, 1.45], [-1.15, 0.98, -0.70], [-1.22, -0.13, 0.15], [2.27, -1.45, 0.24], [0.04, -0.82, 0.51], [-0.04, 1.25, -0.16], [2.28, -1.88, 0.65], [-1.08, -0.70, 0.59], [-0.79, 1.36, 0.44], [0.11, -0.23, 0.17], [-0.47, -0.04, 1.38], [0.79, -0.64, -0.37], [-0.53, -0.55, -0.12], [-0.04, 0.08, -0.29], [0.76, -0.68, -1.00], [0.66, 0.35, 0.04], [-0.15, 0.60, 0.35], [-0.51, 0.15, 0.21], [-0.64, -0.14, -0.22], [-0.33, 0.67, -0.50], [-0.22, -0.50, -0.44], [-0.16, 0.88, -0.21], [-0.14, 0.33, -0.22], [0.54, -0.04, 0.63], [0.17, -0.56, -0.73], [-0.83, 0.41, -0.33], [0.43, 0.11, -0.48], [-0.02, 0.30, -0.05], [-0.39, 0.27, -1.07], [-0.62, 0.60, 0.55], [0.53, -0.50, 2.30], [-0.57, -0.02, -0.27], [0.18, 3.11, -2.19], [-0.34, -0.28, 0.83], [0.17, -0.65, 0.71], [-2.11, 1.31, 1.33], [1.41, -0.91, -1.60], [0.43, -1.63, -0.76], [-0.75, 0.87, -0.12], [-1.58, -0.43, 1.13], [0.11, 0.02, 0.05], [0.04, -0.68, -0.60], [-0.55, 0.19, -0.49], [0.15, -0.13, 0.15], [-0.34, -0.34, -0.42], [0.50, 0.73, -0.71], [0.47, -0.87, -0.69], [1.33, -0.84, 0.46], [0.11, -0.06, 0.16], [-0.10, 0.35, 0.05], [0.14, 0.53, 0.41], [-0.47, -0.43, 0.87], [-0.22, -0.52, 0.32], [0.24, -0.45, 0.05], [0.01, 0.25, -0.57], [0.07, 0.33, 0.23], [0.98, 0.38, -1.30], [0.57, 0.15, 0.23], [-0.60, -0.12, 1.90], [-0.51, -0.85, -1.64], [0.09, 0.48, 0.33], [0.02, -0.03, 0.41], [0.17, -0.03, -0.04], [1.19, 0.94, -0.29], [0.62, 0.22, -0.80], [0.36, -0.62, 1.01], [0.85, -0.31, -0.36], [-0.21, 1.27, 1.47], [0.01, -0.25, 0.29], [-0.03, -1.22, -1.07], [-0.62, 1.47, -0.42], [0.62, -0.53, 0.14], [-0.11, 0.28, 0.09], [0.14, 0.44, -0.34], [0.57, -0.10, 0.44], [-1.04, 0.49, -0.22], [-0.67, 0.20, 0.43], [-0.24, -1.02, 0.78], [0.52, 0.03, -0.34], [-0.73, 0.05, -0.63], [-0.07, -0.33, -0.20], [-0.70, -0.58, -0.60], [0.13, 0.07, -0.18], [0.35, -0.04, 0.01], [-0.17, -0.11, -0.27], [0.06, 0.13, -0.02], [-0.13, 0.23, -0.09], [-1.13, 2.22, -0.42], [-0.74, -0.68, -2.41], [-0.66, -0.05, 0.22], [0.11, 0.10, 0.77], [0.29, -0.03, -0.62], [2.06, 1.96, 1.91], [-0.01, -1.09, -0.05], [-1.94, -0.70, -1.72], [0.50, 1.00, -0.05], [-2.90, 0.89, 0.46], [1.41, -0.86, -0.66], [1.35, -1.35, -0.39], [-0.36, -0.87, 0.79], [0.60, 0.12, 0.27], [-0.12, -0.39, 0.35], [0.19, 0.10, 0.16], [0.12, -0.22, 0.58], [0.20, -0.56, 0.15], [0.02, 0.51, 0.12], [-0.75, 0.64, 0.07], [-0.30, 0.48, 0.50], [0.17, -0.33, -0.17], [0.45, -0.31, -0.36], [0.01, -0.67, 0.22], [0.41, 0.12, 0.80], [1.58, -1.04, -0.67], [-0.17, 0.69, -0.11], [0.36, 0.74, 0.71], [-0.67, -0.61, -0.36], [0.05, 1.08, -0.23], [0.02, -1.48, -0.14], [-0.80, 0.51, 0.22], [0.27, 1.18, -0.70], [0.04, -0.56, 0.34], [-0.30, -0.36, 0.38], [0.89, -0.66, 0.35], [-0.04, -0.14, 0.03], [0.87, 0.72, -0.77], [1.92, -0.54, -0.44], [-3.28, 2.01, -1.25], [0.02, -0.78, 1.13], [-0.61, -0.40, 0.60], [0.24, -0.39, 0.27], [0.38, 0.03, 0.10], [0.36, -0.49, 0.46], [-1.81, -0.34, 0.87], [0.84, 0.32, -0.92], [-0.02, -0.60, -0.26], [-0.88, 0.98, -0.42], [0.40, -0.29, 0.47], [1.01, -0.17, -0.34], [0.05, 0.09, 0.14], [0.36, -0.13, 0.51], [2.43, 0.35, 0.92], [1.47, -1.10, -0.08], [-2.88, 0.23, -0.29], [-1.46, -0.62, 0.41], [-0.24, 1.08, -0.74], [-0.67, -0.07, -0.21], [0.84, 0.00, -0.11], [0.41, 0.17, 0.07]],
  "mulliken_charge": [-0.562, 1.222, -0.591, 0.383, -0.953, 0.662, -1.094, -1.236, 0.594, -1.246, -0.089, -0.298, 0.191, 0.106, 0.069, -0.379, 0.560, 0.330, 0.312, 0.276, 0.782, 0.280, -0.134, 0.278, 0.304, 0.408, 0.420, -0.370, -0.106, -0.892, 0.512, -1.127, 0.074, -0.887, 0.729, -1.202, -1.003, 0.621, -1.083, -1.411, -0.038, 0.240, 0.398, 0.258, 0.335, 0.350, 0.101, 0.476, 0.237, 0.211, 0.376, 0.244, 0.253, 0.319, 0.239, 0.289, 0.338, 0.488, -1.211, 1.128, -1.345, 0.333, -0.900, 0.449, -1.087, -0.947, 0.639, -0.946, -0.260, -0.163, 0.188, 0.463, 0.395, 0.420, 0.254, 0.275, 0.279, 0.408, 0.193, 0.319, 0.244, 0.347, 0.129, 0.360, 0.571, -0.560, -0.009, -0.990, 0.625, -0.354, 0.335, -0.869, 0.608, 0.010, -0.777, 0.344, -1.310, -1.071, 0.008, 0.450, 0.373, -0.324, 0.159, 0.453, -0.831, 0.600, -0.238, 0.477, 0.107, 0.070, 0.274, 0.520, 0.354, 0.470, 0.225, 0.328, -0.896, 0.445, 0.644, 0.205, -0.851, 0.650, -0.410, -1.239, 0.229, -1.102, -1.092, 0.547, -0.046, 0.322, 0.013, -0.489, -0.264, -0.380, 0.491, 0.173, 0.247, 0.405, 0.437, 0.340, 0.404, 0.284, 0.488, 0.326, 0.119, -1.080, 0.535, -1.102, 0.287, -0.908, 1.038, 0.192, -0.970, 0.415, -0.230, -1.064, 0.211, 0.290, 0.373, 0.406, 0.280, 0.299, 0.009, -0.602, -0.105, 0.363, 0.326, 0.031, -0.096, -0.043, 0.019, 0.157, 0.223, 0.559, -0.455, 1.224, -0.706, -0.072, -0.987, 0.591, -0.360, -0.966, 0.330, -1.190, -1.175, 0.236, 0.206, -0.446, -0.159, 0.303, 0.311, -0.003, -0.532, 0.527, 0.428, 0.204, 0.318, 0.323, 0.411, 0.458, 0.416, 0.347, 0.294, 3.352, -0.179, -0.211, -0.820, -1.007, -1.290, 0.341, -0.026, -0.367, 0.187, 0.248, -0.224, 0.177, 0.227, 0.271, -0.524, -0.126, -0.498, -0.078, 0.486, 0.195, -0.433, 0.399, -0.183, 1.859, -0.599, 2.718, -0.129, -0.594, -0.288, -1.126, -0.996]
}